# 1
Here is a molecular structure, C23H24NO3PRuSe2Te2 from the Open Molecules 2025 dataset. Energies are from ωB97M-V with the def2-TZVPD basis set.

Spin multiplicity: 5
Net charge: +2
DFT total energy, eV: -189010.5835

Atoms and positions in Å:
Ru (0.10863, -0.66278, -0.17199)
Se (-2.05103, 0.18029, 0.10180)
Te (-3.23938, -0.86199, 2.06449)
Te (-1.20614, -1.09432, 3.72026)
Se (0.69912, -0.73007, 2.17189)
O (1.97489, -1.61241, -0.56053)
P (1.88528, -2.72503, -1.61362)
C (1.00420, -4.13978, -0.97756)
C (0.26401, -4.97035, -1.82045)
C (-0.37855, -6.07826, -1.29244)
C (-0.28121, -6.35379, 0.06683)
C (0.45554, -5.52772, 0.90508)
C (1.10410, -4.41618, 0.38667)
C (0.85087, -2.00566, -2.90431)
C (-0.45439, -1.68115, -2.50146)
C (-1.25720, -0.88218, -3.30785)
C (-0.76497, -0.42326, -4.52280)
C (0.51503, -0.76719, -4.93287)
C (1.33375, -1.54892, -4.11873)
C (3.48818, -3.17657, -2.22824)
C (4.39001, -2.16819, -2.57553)
C (5.63584, -2.50633, -3.07339)
C (5.98156, -3.84537, -3.22230)
C (5.08923, -4.84713, -2.87005)
C (3.83754, -4.51904, -2.36982)
H (0.18939, -4.75366, -2.87996)
H (-0.95384, -6.72766, -1.93832)
H (-0.78168, -7.22288, 0.47364)
H (0.53306, -5.75451, 1.96012)
H (1.68668, -3.76771, 1.02983)
H (-0.91746, -2.17995, -1.64251)
H (-2.26832, -0.64689, -3.00188)
H (-1.39339, 0.18172, -5.16321)
H (0.88281, -0.43188, -5.89413)
H (2.33668, -1.80717, -4.43551)
H (4.11735, -1.12815, -2.43640)
H (6.34220, -1.73185, -3.34059)
H (6.95714, -4.10734, -3.60969)
H (5.36748, -5.88657, -2.97906)
H (3.14345, -5.30007, -2.08743)
O (-0.46148, 2.75388, -0.29965)
C (0.57779, 2.34186, -0.74697)
O (0.93024, 1.09989, -0.96596)
C (1.64675, 3.35681, -1.16624)
N (2.91192, 2.61880, -1.52943)
C (2.88211, 2.34302, -3.02613)
C (1.62012, 3.03967, -3.54380)
C (1.26994, 4.06674, -2.46288)
H (1.82964, 4.03699, -0.33783)
H (2.91376, 1.72931, -1.02344)
H (3.73308, 3.16197, -1.27197)
H (2.84389, 1.26587, -3.16421)
H (3.79713, 2.73321, -3.46290)
H (0.81444, 2.31455, -3.65693)
H (1.79500, 3.50453, -4.51103)
H (0.21866, 4.34379, -2.45621)
H (1.85705, 4.97924, -2.57700)

Atomic partial charges in e from the Mulliken method, atoms 1 to 2: 0.686, 0.001

# 2
Here is a molecular structure, C23H25CdN6O at a distorted geometry from the Open Molecules 2025 dataset. Energies are from ωB97M-V with the def2-TZVPD basis set.

Spin multiplicity: 1
Net charge: +1
DFT total energy, eV: -39803.4267

Atoms and positions in Å:
Cd (0.19397, -0.48634, -1.52090)
C (-4.73813, 1.57196, 2.48320)
C (-3.46363, 1.02606, 1.91840)
C (-2.22363, 1.38606, 2.43610)
C (-1.05763, 0.81976, 1.96680)
C (-1.06133, -0.13574, 0.93870)
N (0.09157, -0.73554, 0.45010)
C (1.11167, -1.16874, 1.25760)
C (0.90847, -1.40444, 2.63310)
C (1.87077, -1.94934, 3.44660)
C (3.10727, -2.33644, 2.93570)
C (4.12677, -3.02464, 3.78890)
C (3.33577, -2.10854, 1.59290)
C (2.39337, -1.51034, 0.75090)
N (2.82347, -1.30754, -0.58980)
C (4.10627, -1.11414, -0.95190)
C (4.17267, -1.13644, -2.33190)
C (2.86417, -1.33594, -2.74560)
N (2.05427, -1.44514, -1.68590)
C (-2.31963, -0.44744, 0.36690)
C (-3.48503, 0.12786, 0.86190)
N (-2.45413, -1.40064, -0.68180)
C (-3.33163, -2.41654, -0.71510)
C (-3.16293, -3.08204, -1.91330)
C (-2.15183, -2.38834, -2.56610)
N (-1.73753, -1.36304, -1.81780)
H (-4.57653, 1.98856, 3.47320)
H (-5.48453, 0.78476, 2.55870)
H (-5.14653, 2.35576, 1.84650)
H (-2.17663, 2.11426, 3.23050)
H (-0.11003, 1.10826, 2.39820)
H (-0.06293, -1.18044, 3.04540)
H (1.65857, -2.11004, 4.49210)
H (3.97597, -2.78384, 4.83690)
H (5.13637, -2.74294, 3.50150)
H (4.04357, -4.10614, 3.68130)
H (4.27477, -2.43644, 1.17420)
H (4.89287, -0.93804, -0.24560)
H (5.04317, -1.02424, -2.94430)
H (2.48397, -1.42024, -3.74930)
H (-4.43183, -0.13194, 0.41090)
H (-4.00703, -2.62704, 0.09130)
H (-3.68633, -3.95144, -2.25640)
H (-1.73183, -2.58494, -3.53750)
C (-0.68023, 4.53546, -3.81560)
N (-0.16223, 3.76736, -2.70130)
C (0.27027, 4.44506, -1.49510)
C (-0.09233, 2.45466, -2.79150)
O (0.35317, 1.70916, -1.90930)
H (-0.62423, 5.59596, -3.59050)
H (-1.72363, 4.28056, -4.00750)
H (-0.09173, 4.34436, -4.71390)
H (0.20387, 5.51876, -1.63400)
H (1.30247, 4.18566, -1.26110)
H (-0.35833, 4.16366, -0.64940)
H (-0.46533, 2.05126, -3.74600)

Atomic partial charges in e from the Mulliken method, atoms 1 to 2: 1.616, -1.542

# 3
Here is a molecular structure, C23H25Cl5ErN2O2S3Si at a distorted geometry from the Open Molecules 2025 dataset. Energies are from ωB97M-V with the def2-TZVPD basis set.

Spin multiplicity: 4
ΔE to the lowest compared entry with this formula, charge and spin, kJ/mol: 52.7
Net charge: +1
DFT total energy, eV: -161946.7459

Atoms and positions in Å:
Er (0.47612, 0.40584, 0.99679)
Cl (7.87148, -0.06540, 1.30258)
C (6.23619, 0.26005, 0.92480)
C (5.25935, 0.20923, 1.94754)
Cl (5.68786, -0.17605, 3.56001)
C (3.93406, 0.47175, 1.60729)
Cl (2.66905, 0.40938, 2.81650)
C (3.51966, 0.78161, 0.30131)
O (2.26827, 0.98721, 0.04574)
C (4.53069, 0.82346, -0.70968)
Cl (4.05972, 1.19763, -2.30997)
C (5.86564, 0.56435, -0.38202)
Cl (7.06413, 0.61254, -1.60941)
C (0.44850, 4.01382, 1.99523)
C (-0.34004, 3.13877, 2.89744)
N (-0.38474, 1.82975, 2.80014)
C (-1.15063, 1.27887, 3.79481)
C (-1.70234, 2.18517, 4.65894)
S (-1.30422, 3.77009, 4.15825)
C (-1.19885, -0.17601, 3.83460)
C (-1.83686, -0.97216, 4.74425)
S (-1.52637, -2.61453, 4.38661)
C (-0.54150, -2.15350, 3.07534)
N (-0.47284, -0.85335, 2.88179)
C (0.17321, -3.15874, 2.24824)
H (1.19098, 3.42679, 1.44879)
H (0.97011, 4.78366, 2.56324)
H (-0.20870, 4.49263, 1.26917)
H (-2.31414, 2.00034, 5.52104)
H (-2.44657, -0.66870, 5.57403)
H (0.05259, -4.15636, 2.66267)
H (1.24139, -2.92433, 2.22742)
H (-0.19933, -3.12517, 1.22158)
O (-0.64032, 1.96489, -0.17547)
S (-0.49594, 1.97016, -1.71697)
C (-1.02727, 3.64657, -2.16797)
C (-2.10316, 3.48048, -3.23930)
C (-2.95049, 2.30571, -2.77745)
C (-1.97399, 1.19704, -2.40151)
H (-0.15999, 4.23436, -2.45912)
H (-1.44385, 4.05440, -1.24523)
H (-1.64603, 3.26047, -4.20450)
H (-2.67141, 4.40192, -3.35189)
H (-3.63468, 1.96776, -3.55531)
H (-3.54456, 2.58590, -1.90672)
H (-1.61559, 0.63213, -3.25641)
H (-2.30589, 0.47177, -1.65563)
C (0.08386, -4.42522, -2.99776)
Si (-1.37617, -3.38504, -2.40984)
C (-2.13879, -2.42106, -3.85164)
C (-2.67078, -4.45983, -1.55410)
C (-0.74018, -2.13195, -1.18089)
C (-0.30413, -1.28518, -0.41445)
H (-0.22368, -5.17193, -3.72861)
H (0.54338, -4.95104, -2.16366)
H (0.84992, -3.80562, -3.45965)
H (-2.47787, -3.09653, -4.63601)
H (-1.40972, -1.74675, -4.29855)
H (-2.99964, -1.83903, -3.52957)
H (-3.08446, -5.20750, -2.22685)
H (-3.49781, -3.85771, -1.18034)
H (-2.23265, -4.98783, -0.70970)

Atomic partial charges in e from the Mulliken method, atoms 1 to 2: 1.079, -0.178

# 4
Here is 2 unconnected molecules or ions with the total composition C23H25ClFINO3 at a distorted geometry from the Open Molecules 2025 dataset. Energies are from ωB97M-V with the def2-TZVPD basis set.

Spin multiplicity: 1
Net charge: -1
DFT total energy, eV: -55226.6401

Atoms and positions in Å:
C (3.69178, 2.29143, 3.17920)
C (3.32749, 1.41615, 1.88973)
C (1.86940, 1.87221, 1.42107)
Cl (1.92629, 3.23853, 0.20609)
C (0.94225, 0.68804, 1.01540)
C (0.00966, 0.16093, 2.03647)
C (-0.06619, 0.72096, 3.50442)
C (-0.97394, 2.01805, 3.66454)
C (-1.95315, 2.22607, 2.44771)
I (-3.41724, 3.73074, 3.07521)
C (-0.93146, -0.94568, 1.75052)
C (-0.91362, -1.56281, 0.44286)
C (0.03532, -1.10576, -0.60246)
C (0.93635, 0.01971, -0.32372)
C (1.88733, 0.46430, -1.48968)
C (3.43038, 0.18733, -1.17639)
C (4.36713, 1.40442, -1.51879)
F (3.86021, -0.88618, -2.03650)
C (-0.02856, -1.89301, -1.93087)
O (0.90992, -2.31125, -2.57179)
C (-1.47322, -2.22157, -2.44001)
C (-1.88457, -2.12228, -3.82529)
C (-3.27126, -2.49560, -4.13923)
C (-4.23644, -2.95356, -3.13761)
N (-5.59658, -3.35775, -3.45308)
C (-3.79510, -3.04253, -1.72376)
C (-2.41522, -2.67868, -1.38978)
C (-1.90006, -2.73282, 0.08584)
O (-2.22827, -3.59630, 0.86853)
H (4.75888, 2.18434, 3.48963)
H (2.99943, 1.98934, 4.02075)
H (3.40789, 3.36083, 2.94897)
H (4.10529, 1.58661, 1.11042)
H (3.27957, 0.35558, 2.26202)
H (1.42531, 2.34590, 2.34219)
H (0.99402, 1.01737, 3.76543)
H (-0.32290, -0.10155, 4.23007)
H (-0.28744, 2.90305, 3.77126)
H (-1.50723, 1.92702, 4.65491)
H (-2.45789, 1.25590, 2.22595)
H (-1.38013, 2.64314, 1.58704)
H (-1.62749, -1.30067, 2.54276)
H (1.69389, -0.12542, -2.43140)
H (1.71394, 1.53280, -1.80068)
H (3.53466, -0.20874, -0.13752)
H (5.14773, 1.56464, -0.72525)
H (4.92342, 1.15520, -2.46301)
H (3.80191, 2.35154, -1.74356)
H (-1.18471, -1.79753, -4.62390)
H (-3.65575, -2.45397, -5.19224)
H (-5.81987, -4.15129, -2.85467)
H (-6.25702, -2.58932, -3.34483)
H (-4.52125, -3.38311, -0.94042)
O (-2.38006, 1.16915, -3.17563)
H (-2.49283, 0.23609, -3.34692)

Atomic partial charges in e from the Mulliken method, atoms 1 to 2: -1.175, -0.094